*w*
The following is a DFT calculation (ωB97M-V/def2-TZVPD) of a single C3H6N2 molecule.

The geometry in XYZ format:
```
11
C3H6N2 (ωB97M-V/def2-TZVPD)
C -1.550 1.732 -0.244
C -1.305 0.514 0.161
N -0.984 -0.592 0.602
N 0.396 -0.793 0.856
C 1.355 -0.870 -0.264
H -1.451 2.552 0.462
H -1.797 1.889 -1.283
H 0.383 -1.698 1.288
H 1.018 -1.541 -1.058
H 2.277 -1.284 0.169
H 1.659 0.093 -0.690
```

Output
LUMO, eV: 1.079
Net charge: 0
Frontier orbital gap, eV: 10.0337
Molecular weight, g/mol: 70.09
SMILES string: C=C=NNC
E_HOMO, eV: -8.96

=====

*x*
The following is a DFT calculation (ωB97M-V/def2-TZVPD) of a single C3H6N2 molecule.

The geometry in XYZ format:
```
11
C3H6N2 (ωB97M-V/def2-TZVPD)
H 1.350 -1.915 0.137
N 1.179 -0.935 0.330
C 0.172 -0.515 -0.271
N -0.655 -1.191 -1.123
C -0.198 0.935 0.000
C 0.250 1.577 1.134
H -1.593 -0.828 -1.390
H -0.477 -2.176 -1.375
H -0.864 1.469 -0.688
H -0.083 2.546 1.373
H 0.919 1.035 1.875
```

Output
LUMO, eV: 0.978
Net charge: 0
Frontier orbital gap, eV: 10.0796
Molecular weight, g/mol: 70.09
SMILES string: [H]/N=C(\N)C=C
E_HOMO, eV: -9.10

=====

*y*
The following is a DFT calculation (ωB97M-V/def2-TZVPD) of a single C3H6N2 molecule.

The geometry in XYZ format:
```
11
C3H6N2 (ωB97M-V/def2-TZVPD)
C -0.484 2.271 -1.702
C -0.913 1.371 -1.052
N -1.272 0.492 -0.134
N -0.360 -0.229 0.701
C 0.982 -0.331 0.081
H 0.026 3.088 -2.276
H -2.027 -0.085 -0.375
H -0.173 0.127 1.604
H 0.863 -0.881 -0.890
H 1.610 0.590 -0.052
H 1.613 -1.004 0.698
```

Output
LUMO, eV: 1.095
Net charge: 0
Frontier orbital gap, eV: 9.5165
Molecular weight, g/mol: 70.09
SMILES string: C#CNNC
E_HOMO, eV: -8.42

=====

*z*
The following is a DFT calculation (ωB97M-V/def2-TZVPD) of a single C3H6N2 molecule.

The geometry in XYZ format:
```
11
C3H6N2 (ωB97M-V/def2-TZVPD)
C 2.031 0.163 -0.023
N 0.885 -0.614 0.203
N -0.200 -0.068 -0.442
C -1.609 -0.506 -0.029
C -1.069 0.858 0.219
H 2.222 1.200 -0.606
H 2.926 -0.257 0.344
H -1.706 -1.180 0.932
H -2.141 -0.710 -1.062
H -1.321 1.774 -0.311
H -0.894 0.861 1.376
```

Output
LUMO, eV: 0.849
Net charge: 0
Frontier orbital gap, eV: 9.7083
Molecular weight, g/mol: 70.09
SMILES string: C=NN1CC1
E_HOMO, eV: -8.86

=====

Stability ranking, top and bottom: *x* is the most stable and *z* is the least stable.

=====

*w*
The following is a DFT calculation (ωB97M-V/def2-TZVPD) of a single C3H6N2 molecule.

The geometry in XYZ format:
```
11
C3H6N2 (ωB97M-V/def2-TZVPD)
C -1.056 0.479 -0.028
N -1.167 -0.812 0.064
C 0.413 -1.086 -0.066
C 1.229 0.172 0.050
N 0.190 1.100 -0.096
H -1.848 1.364 0.054
H 0.526 -1.657 0.921
H 0.585 -1.606 -1.018
H 1.967 0.030 0.929
H 2.010 0.225 -0.685
H 0.083 2.234 0.291
```

Output
LUMO, eV: 0.782
Net charge: 0
Frontier orbital gap, eV: 9.3787
Molecular weight, g/mol: 70.09
SMILES string: C1=NCCN1
E_HOMO, eV: -8.60

=====

*x*
The following is a DFT calculation (ωB97M-V/def2-TZVPD) of a single C3H6N2 molecule.

The geometry in XYZ format:
```
11
C3H6N2 (ωB97M-V/def2-TZVPD)
H 2.622 -0.965 -0.120
N 2.643 0.014 -0.026
C 1.467 0.291 0.115
N 0.308 -0.436 -0.032
C -0.839 0.329 -0.059
C -2.000 -0.101 0.075
H 1.233 1.446 0.059
H 0.243 -1.405 0.267
H -0.717 1.339 -0.121
H -2.846 0.630 0.013
H -2.113 -1.142 -0.170
```

Output
LUMO, eV: 1.047
Net charge: 0
Frontier orbital gap, eV: 9.9501
Molecular weight, g/mol: 70.09
SMILES string: [H]/N=C\NC=C
E_HOMO, eV: -8.90

=====

Stability ranking, top and bottom: *x* is the most stable and *w* is the least stable.

=====

*w*
The following is a DFT calculation (ωB97M-V/def2-TZVPD) of a single C3H6N2 molecule.

The geometry in XYZ format:
```
11
C3H6N2 (ωB97M-V/def2-TZVPD)
C 1.633 0.381 -0.324
C 0.709 -0.159 0.575
C -0.573 -0.798 -0.117
N -2.313 0.653 0.208
N -1.690 -0.325 -0.230
H 1.314 1.414 -0.585
H 2.321 -0.262 -0.751
H 1.203 -1.078 1.014
H 0.122 0.477 1.164
H -0.554 -1.827 -0.605
H -2.172 1.525 -0.351
```

Output
LUMO (alpha / beta), eV: 0.523 / -0.043
Net charge: 0
Frontier orbital gap (alpha / beta), eV: 8.7974 / 7.9532
Molecular weight, g/mol: 70.09
E_HOMO (alpha / beta), eV: -8.27 / -8.00

=====

*x*
The following is a DFT calculation (ωB97M-V/def2-TZVPD) of a single C3H6N2 molecule.

The geometry in XYZ format:
```
11
C3H6N2 (ωB97M-V/def2-TZVPD)
C 1.496 -0.310 -0.124
N 0.332 0.059 0.651
C -0.776 0.617 -0.098
C -2.033 -0.137 0.029
N -3.032 -0.710 0.148
H 1.307 -1.059 -0.907
H 2.269 -0.696 0.547
H 1.902 0.585 -0.606
H 0.049 -0.654 1.307
H -0.981 1.647 0.221
H -0.534 0.658 -1.167
```

Output
LUMO, eV: 0.865
Net charge: 0
Frontier orbital gap, eV: 10.2758
Molecular weight, g/mol: 70.09
SMILES string: CNCC#N
E_HOMO, eV: -9.41

=====

*y*
The following is a DFT calculation (ωB97M-V/def2-TZVPD) of a single C3H6N2 molecule.

The geometry in XYZ format:
```
11
C3H6N2 (ωB97M-V/def2-TZVPD)
H 3.588 0.954 0.060
N 2.553 0.943 -0.016
N 2.253 -0.242 0.007
C 0.694 -0.726 0.050
C -0.525 -0.141 -0.175
C -1.992 -0.051 0.016
H 0.751 -1.776 0.320
H -0.241 0.886 -0.484
H -2.577 -0.958 0.016
H -2.142 0.483 0.961
H -2.362 0.629 -0.758
```

Output
LUMO, eV: 0.562
Net charge: 0
Frontier orbital gap, eV: 9.5868
Molecular weight, g/mol: 70.09
SMILES string: [H]/N=N/C=C/C
E_HOMO, eV: -9.02

=====

*z*
The following is a DFT calculation (ωB97M-V/def2-TZVPD) of a single C3H6N2 molecule.

The geometry in XYZ format:
```
11
C3H6N2 (ωB97M-V/def2-TZVPD)
H -1.607 1.772 -0.046
N -0.582 1.498 -0.104
C -0.478 0.216 -0.111
N -1.616 -0.609 0.177
C 0.856 -0.526 -0.198
C 2.015 0.130 0.034
H -1.689 -1.648 -0.334
H -2.500 -0.181 0.128
H 0.669 -1.569 -0.266
H 2.945 -0.348 0.337
H 1.988 1.264 0.385
```

Output
LUMO, eV: 0.848
Net charge: 0
Frontier orbital gap, eV: 10.1509
Molecular weight, g/mol: 70.09
SMILES string: [H]/N=C(\N)C=C
E_HOMO, eV: -9.30

=====

Stability ranking, top and bottom: *x* is the most stable and *w* is the least stable.

=====

*w*
The following is a DFT calculation (ωB97M-V/def2-TZVPD) of 2 unconnected molecules or ions with the total composition CH6N2O.

The geometry in XYZ format:
```
10
CH6N2O (ωB97M-V/def2-TZVPD)
N 0.336 -0.971 -2.105
C -0.623 -0.148 -1.569
O -1.351 0.580 -2.199
H 0.362 -1.916 -1.772
H 0.567 -0.659 -3.036
H -0.857 -0.329 -0.505
N 0.568 0.637 2.832
H 0.872 1.460 3.332
H 0.505 0.831 1.845
H -0.379 0.515 3.177
```

Output
LUMO, eV: 0.853
Net charge: 0
Frontier orbital gap, eV: 11.0556
Molecular weight, g/mol: 62.07
SMILES string: NC=O.N
E_HOMO, eV: -10.20

=====

*x*
The following is a DFT calculation (ωB97M-V/def2-TZVPD) of 2 unconnected molecules or ions with the total composition CH6N2O.

The geometry in XYZ format:
```
10
CH6N2O (ωB97M-V/def2-TZVPD)
H 0.188 -0.931 -1.330
N 0.162 -0.620 -0.367
C -1.042 -0.640 0.049
N -1.563 0.009 1.119
H -1.774 -1.161 -0.578
H -0.958 0.563 1.707
H -2.473 0.434 1.130
O 2.516 0.854 -1.005
H 3.194 0.897 -0.311
H 1.750 0.595 -0.414
```

Output
LUMO, eV: 0.883
Net charge: 0
Frontier orbital gap, eV: 10.6001
Molecular weight, g/mol: 62.07
SMILES string: [H]/N=C/N.O
E_HOMO, eV: -9.72

=====

Stability ranking, top and bottom: *w* is the most stable and *x* is the least stable.